# 1
9 unconnected molecules or ions with the total composition C11H32F2N11O21S5 in a non-equilibrium geometry, computed with ωB97M-V/def2-TZVPD.

Element x y z (Å)
N: 0.418 -0.702 1.440
S: 1.839 -0.621 1.001
O: 2.706 0.440 1.413
O: 2.185 -1.361 -0.204
F: 2.345 -1.749 2.035
S: -0.050 0.585 0.296
O: -0.136 0.164 -1.133
O: 0.418 1.937 0.680
F: -1.637 0.540 0.693
C: 6.010 -7.168 4.378
O: 6.443 -8.048 3.695
N: 6.568 -6.046 4.631
N: 4.838 -7.274 4.901
H: 6.008 -5.294 5.007
H: 7.518 -5.797 4.397
H: 4.599 -6.582 5.598
H: 4.376 -8.167 4.811
C: -3.204 -3.716 5.321
O: -3.834 -4.339 6.177
N: -1.858 -3.612 5.329
N: -3.784 -3.028 4.352
H: -1.268 -4.097 5.990
H: -1.360 -3.052 4.651
H: -3.098 -2.505 3.825
H: -4.779 -2.890 4.454
C: -2.090 -6.217 -0.146
O: -2.648 -6.829 -0.991
N: -1.466 -6.626 0.962
N: -2.100 -4.964 -0.241
H: -1.074 -5.909 1.556
H: -1.477 -7.605 1.210
H: -2.555 -4.517 -1.024
H: -1.568 -4.421 0.423
C: 2.838 6.341 4.745
O: 3.337 7.453 4.872
N: 3.337 5.404 3.919
N: 1.819 5.875 5.351
H: 3.007 4.450 3.905
H: 4.238 5.552 3.486
H: 1.337 6.332 6.112
H: 1.576 4.908 5.190
C: -2.516 2.024 7.353
O: -1.767 1.364 8.145
N: -2.249 2.065 6.119
N: -3.438 2.794 7.751
H: -1.700 1.261 5.851
H: -2.917 2.524 5.516
H: -3.767 2.679 8.699
H: -3.951 3.438 7.166
C: 1.515 -3.779 -6.092
C: 2.201 -2.539 -6.715
O: 2.009 -2.615 -8.132
S: 2.154 -4.150 -8.653
O: 3.600 -4.474 -8.708
O: 1.247 -4.536 -9.753
O: 1.675 -4.719 -7.121
H: 0.434 -3.712 -5.971
H: 1.983 -4.182 -5.194
H: 3.263 -2.493 -6.472
H: 1.869 -1.591 -6.292
C: 0.296 9.163 -1.584
C: 1.479 8.488 -2.268
O: 2.311 9.540 -2.785
S: 1.965 10.995 -2.050
O: 1.260 11.832 -3.029
O: 3.107 11.540 -1.242
O: 0.867 10.296 -1.020
H: -0.256 8.640 -0.803
H: -0.527 9.341 -2.275
H: 1.149 7.919 -3.136
H: 1.954 7.764 -1.605
C: -5.126 0.633 -7.899
C: -3.635 0.123 -7.672
O: -3.593 -0.946 -6.761
S: -5.100 -1.102 -6.001
O: -5.004 -0.903 -4.573
O: -5.755 -2.329 -6.494
O: -5.699 0.354 -6.657
H: -5.624 0.117 -8.720
H: -5.201 1.713 -8.029
H: -3.023 0.978 -7.383
H: -3.265 -0.361 -8.575

**Net charge**: -1
**Kohn-Sham gap**: 0.327 hartree
**2S+1**: 1

=====

# 2
A molecular structure, C27H21N6O6SYb in a non-equilibrium geometry, computed with ωB97M-V/def2-TZVPD.

Element x y z (Å)
Yb: 1.495 1.485 0.415
S: 1.374 0.463 2.809
C: 0.410 -0.847 2.177
N: 0.322 -1.954 2.920
N: -0.557 -2.872 2.607
C: -0.299 -4.235 2.836
C: 0.920 -4.661 3.356
C: 1.172 -6.018 3.463
C: 0.221 -6.949 3.063
C: -0.999 -6.514 2.567
C: -1.265 -5.159 2.454
N: -0.259 -0.935 0.990
N: 0.080 -0.259 -0.038
C: -0.669 -0.546 -1.205
C: -1.508 -1.651 -1.333
C: -2.278 -1.797 -2.473
C: -2.215 -0.858 -3.497
C: -1.334 0.208 -3.395
C: -0.556 0.357 -2.259
H: -1.255 -2.637 1.910
H: 1.656 -3.918 3.633
H: 2.131 -6.353 3.838
H: 0.431 -8.009 3.137
H: -1.744 -7.234 2.253
H: -2.215 -4.813 2.061
H: -1.536 -2.390 -0.546
H: -2.929 -2.657 -2.570
H: -2.846 -0.958 -4.370
H: -1.250 0.925 -4.201
H: 0.134 1.191 -2.181
C: 3.725 1.051 -0.369
C: 3.557 -0.399 -0.090
C: 4.010 -0.980 1.106
C: 3.869 -2.335 1.347
C: 3.261 -3.164 0.406
C: 2.772 -2.607 -0.764
C: 2.913 -1.244 -1.005
H: 3.827 1.231 -1.440
H: 4.585 1.458 0.159
H: 4.471 -0.345 1.854
H: 4.243 -2.754 2.275
H: 3.168 -4.228 0.588
H: 2.289 -3.236 -1.502
H: 2.541 -0.825 -1.935
O: 1.019 3.208 -0.848
C: -0.100 3.352 -0.254
O: -0.426 2.593 0.696
C: -1.031 4.430 -0.696
C: -2.373 4.357 -0.349
C: -3.212 5.378 -0.744
C: -2.757 6.478 -1.440
C: -1.418 6.517 -1.768
C: -0.544 5.507 -1.423
N: -0.903 7.693 -2.504
O: 0.283 7.719 -2.748
O: -1.702 8.552 -2.809
N: -4.650 5.300 -0.403
O: -5.038 4.283 0.129
O: -5.340 6.255 -0.683
H: -2.750 3.518 0.220
H: -3.424 7.280 -1.720
H: 0.498 5.552 -1.706

**Net charge**: 0
**Kohn-Sham gap (alpha / beta)**: 0.202 / 0.202 hartree
**ΔE to the lowest compared entry with this formula, charge and spin**: 0.0000 eV
**2S+1**: 2

=====

# 3
C3H8N4O in the gas phase in a non-equilibrium geometry, computed with ωB97M-V/def2-TZVPD.

Element x y z (Å)
H: 2.133 -1.538 -1.459
N: 1.237 -1.330 -1.022
C: 1.638 -0.984 0.152
N: 0.893 -0.143 1.001
C: -0.363 0.286 0.522
N: -0.573 1.332 -0.241
N: 0.563 2.165 -0.465
O: -1.353 -0.546 0.735
C: -2.010 -0.869 -0.487
H: 2.597 -1.241 0.607
H: 1.036 -0.024 2.015
H: 0.329 2.854 -1.078
H: 0.868 2.600 0.392
H: -2.144 -0.007 -1.115
H: -3.038 -1.339 -0.293
H: -1.392 -1.706 -0.980

**Net charge**: 0
**Kohn-Sham gap**: 0.343 hartree
**ΔE to the lowest compared entry with this formula, charge and spin**: 3.6212 eV
**SMILES**: [H]/N=C/N/C(=N\N)OC
**2S+1**: 1